# 1
The following is a quantum chemistry calculation of C5H6O2 as an isolated structure, from the OMol25 dataset.

The geometry in XYZ format:
```
13
C5H6O2 | the OMol25 dataset | wB97M-V/def2-TZVPD
C -1.338 -0.964 -0.002
C -0.351 -0.030 0.616
O 1.308 -1.175 0.393
C 2.078 -0.550 -0.328
O 3.130 -0.570 -0.895
C 0.241 1.064 -0.105
C -0.501 2.072 -0.098
H -1.168 -1.059 -1.078
H -2.359 -0.607 0.165
H -1.239 -1.946 0.470
H -0.319 0.019 1.702
H 1.393 0.688 -0.554
H -0.876 3.059 -0.286
```

Results
**Multiplicity**: 1
**Orbital gap (spin up / spin down)**: 0.299 / 0.299 Eh
**E_tot**: -9371.72188 eV
**HOMO level (spin up / spin down)**: -8.16 / -8.16 eV

Results of the Mulliken charge analysis, in e, for atoms 1 through 2: atom 1 (C): -1.02, atom 2 (C): 0.15


# 2
The following is a quantum chemistry calculation of C5H6O2 as an isolated structure in a non-equilibrium geometry, from the OMol25 dataset.

The geometry in XYZ format:
```
13
C5H6O2 | the OMol25 dataset | wB97M-V/def2-TZVPD
C -0.145 1.582 0.605
C -0.156 0.260 -0.061
C 0.264 -0.905 0.847
C 0.702 -0.770 -0.591
C -0.476 -1.040 -1.476
O -0.748 -1.670 -2.440
O -1.293 -0.152 -0.836
H -0.909 1.754 1.357
H -0.357 2.243 -0.231
H 0.803 1.860 1.043
H -0.485 -1.647 1.094
H 1.044 -0.761 1.584
H 1.740 -0.735 -0.872
```

Results
**Multiplicity**: 1
**Orbital gap**: 0.392 Eh
**E_tot**: -9375.21267 eV
**HOMO level**: -9.86 eV

Results of the Mulliken charge analysis, in e, for atoms 1 through 2: atom 1 (C): -1.40, atom 2 (C): 1.06


These records have energy relative to the best compared isomer or geometry (same formula, charge and spin) values of 518.49; 181.68 kJ/mol, in the order they appear.